Record 1
Molecular formula: C74H90CsN4O6PS2Se
Method: DFT, ωB97M-V with the def2-TZVPD basis set

- relative energy (zero: lowest compared OMol25 entry of this formula, charge and spin) (kcal per mole) = 0.0
- total charge = -2
- gap between HOMO and LUMO (eV) = 5.4
- 2S+1 = 1
- electronic energy (Eh) = -7103.7644

The geometry in XYZ format:
```
179
C74H90CsN4O6PS2Se ωB97M-V with the def2-TZVPD basis set
Cs -0.0381 1.3042 0.2590
C -7.5396 -2.9836 -1.7349
C -6.0793 -3.1651 -2.1572
C -5.6719 -4.6194 -1.8676
C -5.9958 -2.9213 -3.6738
C -5.1422 -2.2084 -1.4194
C -3.7918 -2.1560 -1.7677
C -2.9238 -1.3058 -1.1190
Se -1.0329 -1.2959 -1.4623
C -0.5847 -2.7701 -0.3191
C -1.3901 -3.8646 -0.1454
C -1.0035 -4.9004 0.7117
C 0.2147 -4.7531 1.3592
C 1.0705 -3.6592 1.2008
C 0.6884 -2.6010 0.3165
O 1.3580 -1.5465 0.0449
C 2.3530 -3.6680 2.0563
C 1.9447 -3.5477 3.5339
C 3.3450 -2.5379 1.7544
C 3.1189 -4.9857 1.8432
C -1.8990 -6.1291 0.8423
C -1.3211 -7.1758 1.7985
C -3.2891 -5.7293 1.3603
C -2.0588 -6.7903 -0.5375
C -3.3315 -0.3915 -0.0929
O -2.4873 0.4152 0.4061
C -4.7147 -0.4973 0.2989
C -5.5462 -1.3910 -0.3594
C -5.2152 0.3304 1.4866
C -6.7007 0.1021 1.7807
C -5.0027 1.8371 1.2526
C -4.4155 -0.0728 2.7379
H -8.1757 -3.6609 -2.3115
H -7.6727 -3.2087 -0.6752
H -7.8695 -1.9580 -1.9163
H -6.3599 -5.3203 -2.3540
H -4.6639 -4.8190 -2.2364
H -5.6824 -4.8061 -0.7922
H -6.6482 -3.6180 -4.2111
H -6.3045 -1.8996 -3.9080
H -4.9772 -3.0590 -4.0363
H -3.3963 -2.7936 -2.5531
H -2.3458 -3.9012 -0.6563
H 0.5235 -5.5336 2.0460
H 1.3994 -2.6120 3.6791
H 1.2838 -4.3653 3.8297
H 2.8233 -3.5582 4.1908
H 2.8807 -1.5590 1.8424
H 4.1944 -2.6078 2.4461
H 3.7218 -2.6269 0.7352
H 2.5350 -5.8546 2.1517
H 3.3622 -5.1008 0.7850
H 4.0515 -4.9838 2.4168
H -1.2520 -6.7827 2.8157
H -1.9715 -8.0547 1.8173
H -0.3266 -7.4945 1.4789
H -3.2174 -5.3300 2.3741
H -3.7382 -4.9596 0.7309
H -3.9561 -6.5979 1.3767
H -1.0799 -7.0566 -0.9419
H -2.6696 -7.6966 -0.4653
H -2.5364 -6.1090 -1.2427
H -6.5813 -1.4461 -0.0463
H -7.3286 0.3757 0.9276
H -6.8948 -0.9427 2.0381
H -6.9947 0.7204 2.6324
H -5.6540 2.2107 0.4556
H -5.2317 2.3940 2.1659
H -3.9606 2.0197 0.9961
H -4.5011 -1.1483 2.9171
H -3.3659 0.1764 2.5887
H -4.7835 0.4634 3.6189
C 4.1770 0.1742 4.1009
C 2.8441 0.8884 3.9301
O 2.7534 1.9848 3.4147
N 1.7911 0.2230 4.4590
C 0.3971 0.6397 4.3064
C -0.4540 -0.5963 4.2015
C -0.7247 -1.3710 5.3278
C -1.4284 -2.5548 5.1660
C -1.8494 -2.9148 3.8972
C -1.5552 -2.0652 2.8374
N -0.8655 -0.9417 2.9884
H 4.8599 0.5093 3.3227
H 4.0625 -0.9079 4.0421
H 4.5973 0.4422 5.0720
H 1.9388 -0.7087 4.8071
H 0.2877 1.2385 3.4007
H 0.0910 1.2478 5.1621
H -0.3896 -1.0503 6.3079
H -1.6452 -3.1851 6.0207
H -2.3952 -3.8322 3.7255
H -1.8787 -2.2937 1.8284
O -1.0010 3.7510 3.0329
C 0.0355 4.0292 2.4289
O 0.3881 3.6083 1.2771
C 1.0460 4.9651 3.0430
C 0.7453 5.7501 4.1454
C 1.6783 6.6537 4.6265
C 2.9223 6.7420 4.0142
C 3.2328 5.9322 2.9312
C 2.2937 5.0342 2.4229
P 2.5299 3.9580 0.9428
C 1.9653 5.1255 -0.3792
C 1.7127 6.4803 -0.1645
C 1.3255 7.3055 -1.2112
C 1.1925 6.8005 -2.4964
C 1.4249 5.4521 -2.7199
C 1.7960 4.6251 -1.6696
C 4.3864 4.3881 0.7624
C 5.0084 5.0996 -0.2646
C 6.3952 5.1771 -0.3534
C 7.1956 4.5639 0.5972
C 6.5969 3.8734 1.6443
C 5.2170 3.7730 1.7102
H -0.2312 5.6509 4.6035
H 1.4390 7.2959 5.4668
H 3.6556 7.4530 4.3794
H 4.2072 6.0215 2.4708
H 1.8135 6.9027 0.8265
H 1.1170 8.3520 -1.0164
H 0.8896 7.4486 -3.3106
H 1.2948 5.0353 -3.7114
H 1.9225 3.5652 -1.8473
H 4.4015 5.6097 -1.0056
H 6.8536 5.7346 -1.1635
H 8.2759 4.6058 0.5160
H 7.2166 3.4041 2.4019
H 4.7383 3.2233 2.5168
C -6.2646 1.4191 -3.0375
C -5.1322 2.3754 -3.3796
N -3.9810 2.2512 -2.4935
C -2.7241 2.4645 -2.9937
S -1.7435 3.7149 -2.5033
N -2.3525 1.6720 -4.0308
C -2.9152 0.3581 -4.3154
C -3.3953 0.2366 -5.7598
H -7.1439 1.6530 -3.6438
H -6.5243 1.5047 -1.9842
H -5.9740 0.3827 -3.2113
H -5.5070 3.4071 -3.3448
H -4.7900 2.2001 -4.3997
H -4.0971 2.6735 -1.5843
H -1.3873 1.8181 -4.2807
H -3.7342 0.1797 -3.6225
H -2.1639 -0.4108 -4.1182
H -4.0968 1.0356 -6.0079
H -3.8972 -0.7219 -5.9076
H -2.5573 0.2996 -6.4578
O 1.7815 1.3215 -1.5212
S 3.0369 0.8725 -0.8918
C 4.2975 1.9083 -1.7532
C 5.7132 1.4754 -1.5523
C 6.6409 1.5691 -2.5869
C 7.9546 1.1684 -2.4013
C 8.3599 0.6523 -1.1782
C 7.4443 0.5577 -0.1397
C 6.1360 0.9751 -0.3215
C 3.4661 -0.7504 -1.6777
C 3.5101 -0.7089 -3.1616
C 4.7057 -0.8667 -3.8608
C 4.7381 -0.7816 -5.2448
C 3.5699 -0.5329 -5.9518
C 2.3696 -0.3955 -5.2674
C 2.3342 -0.4916 -3.8851
H 4.1281 2.8876 -1.3118
H 4.0050 1.9362 -2.8039
H 6.3240 1.9563 -3.5482
H 8.6666 1.2573 -3.2137
H 9.3828 0.3247 -1.0360
H 7.7555 0.1631 0.8204
H 5.4244 0.9218 0.4937
H 2.6380 -1.3509 -1.2857
H 4.4071 -1.0680 -1.2272
H 5.6183 -1.0618 -3.3104
H 5.6767 -0.9079 -5.7724
H 3.5945 -0.4558 -7.0325
H 1.4534 -0.2205 -5.8188
H 1.4001 -0.4023 -3.3449
```

Record 2
Molecular formula: C3H6N2S
Method: DFT, ωB97M-V with the def2-TZVPD basis set

- relative energy (zero: lowest compared OMol25 entry of this formula, charge and spin) (kcal per mole) = 41.2
- gap between HOMO and LUMO (eV) = 10.4
- 2S+1 = 1
- electronic energy (Eh) = -625.5563

The geometry in XYZ format:
```
12
C3H6N2S ωB97M-V with the def2-TZVPD basis set
C 1.2423 -0.8326 -0.5971
C -1.1547 -0.5603 0.1549
C 0.2888 0.0496 -0.0205
N 1.9824 -1.4070 -1.2590
N 0.6698 0.5337 1.4441
S 0.2719 1.4909 -1.2797
H -1.4955 -0.9528 -0.8302
H -1.7704 0.2735 0.7580
H -1.1251 -1.5234 0.7744
H 1.4946 0.9983 1.3715
H -0.0954 1.1914 1.7256
H -0.3085 0.7387 -2.2421
```

Record 3
Molecular formula: C6H4O
Method: DFT, ωB97M-V with the def2-TZVPD basis set

- relative energy (zero: lowest compared OMol25 entry of this formula, charge and spin) (kcal per mole) = 91.5
- gap between HOMO and LUMO (eV) = 8.5
- 2S+1 = 1
- electronic energy (Eh) = -306.0657

The geometry in XYZ format:
```
11
C6H4O ωB97M-V with the def2-TZVPD basis set
C 0.0580 -0.3344 -3.3077
C -0.3952 -0.1063 -2.0999
C -0.6245 0.0511 -0.8534
C -0.6236 0.1172 0.4256
C -0.1532 0.1104 1.6359
C 0.7113 0.5847 2.6789
O -0.2112 -0.5444 2.8167
H -0.3853 0.0610 -4.2155
H 0.9465 -0.9552 -3.4058
H 0.4444 1.4604 3.2636
H 1.7660 0.3159 2.6463
```

Record 4
Molecular formula: CH6IN4
Method: DFT, ωB97M-V with the def2-TZVPD basis set

- relative energy (zero: lowest compared OMol25 entry of this formula, charge and spin) (kcal per mole) = 43.1
- total charge = +1
- gap between HOMO and LUMO (eV) = 9.9
- 2S+1 = 1
- electronic energy (Eh) = -558.0433

The geometry in XYZ format:
```
12
CH6IN4 ωB97M-V with the def2-TZVPD basis set
C -1.1851 0.9132 -0.0302
N 0.1032 0.4360 0.5506
N -1.1779 2.1937 -0.2957
N 1.0484 -1.3290 -0.5688
N 0.3609 -0.8839 0.6181
I -2.8107 -0.3844 -0.3175
H -0.5146 2.6221 0.2533
H -2.0411 2.7069 -0.6394
H 2.0427 -1.8474 -0.5516
H 1.2379 -0.5427 -1.1151
H 1.0444 -0.7838 1.3624
H -0.3570 -1.5291 0.8964
```

Record 5
Molecular formula: C33H66CaGeNO11P3
Method: DFT, ωB97M-V with the def2-TZVPD basis set

- relative energy (zero: lowest compared OMol25 entry of this formula, charge and spin) (kcal per mole) = 0.9
- total charge = -2
- gap between HOMO and LUMO (eV) = 5.8
- 2S+1 = 1
- electronic energy (Eh) = -5958.2520

The geometry in XYZ format:
```
116
C33H66CaGeNO11P3 ωB97M-V with the def2-TZVPD basis set
Ca 0.6888 -0.0410 -0.2282
O 0.3903 -2.2855 3.4356
C 0.4823 -1.2639 2.4391
O 0.8678 -1.8216 1.2008
C -0.8668 -0.5966 2.2960
C -1.8365 -0.5863 3.2973
C -3.0517 0.0265 3.0258
C -3.2651 0.6505 1.8069
C -2.2193 0.6604 0.8904
N -1.0880 0.0286 1.1474
C -2.2382 1.4719 -0.4209
O -3.3129 2.0144 -0.7141
O -1.1299 1.5442 -1.0102
H -0.3108 -2.8887 3.1540
H -1.6289 -1.0406 4.2568
H -3.8321 0.0278 3.7810
H -4.1892 1.1493 1.5513
C 1.3452 -5.2178 2.0029
C 1.1393 -4.4568 0.7027
C 0.9863 -5.3863 -0.4902
O 2.2828 -3.6568 0.4436
P 2.6710 -2.1308 0.8497
O 2.7070 -1.1512 -0.3145
C 2.9887 -1.5493 2.5539
P 1.9806 -0.0157 2.8072
O 1.5857 0.9358 1.6953
O 3.4899 0.7556 3.2467
C 3.6151 2.1578 3.2918
C 3.9905 2.7291 1.9328
C 4.6933 2.4882 4.3258
O 1.3203 0.3297 4.2808
C 1.9836 0.2051 5.5255
C 1.7138 1.4770 6.3160
C 1.4739 -1.0233 6.2628
O 4.3442 -2.6083 0.8172
C 4.9485 -3.2193 -0.2988
C 5.6449 -2.1905 -1.1787
C 5.9395 -4.2498 0.2341
H 0.4874 -5.8636 2.2036
H 1.4642 -4.5256 2.8358
H 2.2420 -5.8369 1.9345
H 0.2589 -3.8213 0.7729
H 1.8775 -6.0070 -0.6059
H 0.8427 -4.8024 -1.3979
H 0.1201 -6.0363 -0.3563
H 4.0499 -1.3677 2.6546
H 2.6449 -2.3137 3.2498
H 2.6691 2.6130 3.6143
H 4.9729 2.3480 1.6417
H 4.0308 3.8210 1.9652
H 3.2545 2.4208 1.1947
H 5.6463 2.0627 4.0059
H 4.4439 2.0615 5.2969
H 4.8126 3.5681 4.4377
H 3.0607 0.1101 5.3499
H 0.6413 1.5817 6.4888
H 2.0565 2.3495 5.7643
H 2.2240 1.4483 7.2822
H 0.4238 -0.8914 6.5324
H 2.0521 -1.1830 7.1765
H 1.5486 -1.9017 5.6277
H 4.1972 -3.7398 -0.9007
H 6.3509 -1.6113 -0.5792
H 4.9081 -1.5124 -1.5950
H 6.1873 -2.6759 -1.9945
H 6.6857 -3.7533 0.8584
H 6.4519 -4.7671 -0.5810
H 5.4186 -4.9839 0.8485
C 0.4565 5.7338 -2.4732
C 0.4456 4.2823 -2.0026
P 0.3962 3.9436 -0.1812
C 1.5053 5.3037 0.4545
C 1.6369 5.2530 1.9742
C -1.2724 4.6552 0.2051
C -1.7695 4.3196 1.6089
H 0.3736 5.7847 -3.5625
H 1.3804 6.2430 -2.1933
H -0.3755 6.3048 -2.0559
H 1.3049 3.7414 -2.4055
H -0.4291 3.7553 -2.3893
H 1.1690 6.2970 0.1376
H 2.4835 5.1278 -0.0039
H 0.7628 5.6896 2.4577
H 2.5157 5.7999 2.3281
H 1.7174 4.2205 2.3154
H -1.9511 4.2004 -0.5185
H -1.2764 5.7401 0.0429
H -1.5760 3.2747 1.8475
H -2.8465 4.4813 1.6894
H -1.2789 4.9226 2.3742
C -2.2291 -3.9663 -3.1890
Ge -1.8645 -2.4796 -1.8864
C -3.3855 -1.2568 -2.1938
C -2.2972 -3.3521 -0.1509
C -0.1499 -1.6532 -1.9993
H -3.1827 -4.4594 -2.9847
H -1.4356 -4.7151 -3.1478
H -2.2598 -3.5661 -4.2043
H -4.2578 -1.8229 -2.5282
H -3.1427 -0.5055 -2.9436
H -3.6562 -0.7168 -1.2879
H -3.3727 -3.5374 -0.1038
H -2.0235 -2.7078 0.6847
H -1.7831 -4.3062 -0.0385
H -0.1062 -1.2033 -3.0025
H 0.6112 -2.4473 -1.9701
C 4.4823 1.2174 -1.5298
O 3.3871 1.9049 -2.1929
C 2.5970 1.3660 -3.0713
C 2.9159 -0.0564 -3.4025
H 4.9756 1.9839 -0.9389
H 5.1725 0.8073 -2.2684
H 4.0877 0.4263 -0.8927
H 3.9655 -0.1936 -3.6905
H 2.2633 -0.4042 -4.2000
H 2.7408 -0.6818 -2.5167
```

The E_HOMO results, record by record, are as follows: -0.071, -0.360, -0.310, -0.509, -0.053 hartree.